{
  "formula": "C21H55Li3N3O5",
  "method": "ωB97M-V with the def2-TZVPD basis set",
  "orbital_gap_ev": 5.82,
  "charge": -1,
  "homo_ev": -3.4,
  "total_energy_ha": -1396.29682,
  "species": ["Li", "Li", "Li", "O", "H", "O", "H", "O", "H", "O", "H", "C", "C", "N", "C", "C", "C", "C", "H", "H", "H", "H", "H", "H", "H", "H", "H", "H", "H", "H", "H", "H", "H", "C", "C", "N", "C", "C", "C", "C", "H", "H", "H", "H", "H", "H", "H", "H", "H", "H", "H", "H", "H", "H", "H", "C", "C", "N", "C", "C", "C", "C", "H", "H", "H", "H", "H", "H", "H", "H", "H", "H", "H", "H", "H", "H", "H", "C", "C", "O", "C", "H", "H", "H", "H", "H", "H"],
  "coordinates": [[1.6323, 0.7996, -0.8066], [-0.5443, 1.7575, 0.5546], [-0.8453, 0.2102, -1.6495], [0.0581, -0.0417, 0.1679], [-0.0924, -0.2181, 1.1170], [-1.6042, 1.9240, -1.2350], [-2.4252, 2.4515, -1.1863], [0.9513, 2.6485, -0.3710], [1.5289, 3.4346, -0.3166], [0.7948, 0.7960, -2.5845], [0.8791, 0.2697, -3.4032], [-0.9205, 5.2728, 3.2843], [-0.7972, 4.2798, 2.1159], [-1.1554, 2.8759, 2.3698], [-2.5740, 2.5685, 2.6294], [-3.4884, 3.3269, 1.6505], [-0.2078, 2.2086, 3.2440], [-0.4216, 0.5961, 3.4107], [-0.7715, 6.3313, 3.0710], [-0.2307, 5.0886, 4.1080], [-1.8429, 5.2219, 3.8628], [-1.4132, 4.5910, 1.2722], [0.1808, 4.4523, 1.6666], [-2.7961, 2.8217, 3.6661], [-2.7273, 1.4896, 2.6068], [-3.3668, 4.4044, 1.7610], [-4.5059, 3.1652, 2.0063], [-3.4074, 3.0060, 0.6119], [0.7914, 2.3256, 2.8246], [-0.2803, 2.6544, 4.2360], [-0.8113, 0.1630, 2.4895], [0.4342, -0.0733, 3.4974], [-1.1293, 0.3334, 4.1970], [3.0074, -2.0984, -0.6308], [4.1569, -1.2022, -0.1520], [3.8336, 0.1548, -0.6408], [4.1592, 1.3294, 0.1843], [3.6270, 1.2155, 1.6155], [4.1728, 0.2953, -2.0809], [5.6996, 0.5749, -2.2640], [2.8848, -2.0645, -1.7133], [2.0807, -1.7556, -0.1707], [3.0772, -3.1278, -0.2793], [4.2089, -1.3062, 0.9318], [5.1598, -1.4539, -0.4970], [5.2232, 1.5427, 0.0821], [3.5958, 2.1442, -0.2706], [2.5853, 0.9091, 1.7107], [4.2487, 0.6409, 2.3020], [3.6022, 2.2378, 1.9931], [3.5976, 1.1282, -2.4853], [4.1397, -0.6089, -2.6885], [6.0641, 0.4339, -3.2816], [6.2752, -0.1177, -1.6501], [5.8453, 1.6301, -2.0328], [-0.6954, -2.7253, -1.7612], [-2.1889, -2.3221, -1.6200], [-2.4452, -1.0335, -2.4034], [-2.6668, -1.3972, -3.8300], [-3.9273, -2.2545, -4.0305], [-3.6759, -0.4440, -1.7079], [-4.2557, 0.7258, -2.5204], [-0.4065, -3.0578, -2.7583], [-0.4124, -3.5597, -1.1196], [0.0337, -1.9787, -1.4463], [-2.9485, -3.0960, -1.7303], [-2.2543, -2.1006, -0.5547], [-2.7397, -0.5076, -4.4557], [-1.8287, -1.9833, -4.2072], [-3.8956, -2.5100, -5.0896], [-3.9614, -3.1799, -3.4555], [-4.8846, -1.7857, -3.8029], [-3.4514, -0.0902, -0.7017], [-4.4765, -1.1661, -1.5476], [-4.8658, 1.3407, -1.8588], [-4.9030, 0.3226, -3.2992], [-3.4624, 1.2524, -3.0510], [0.9857, -6.1790, 1.6331], [-0.1546, -5.1970, 1.6188], [-1.1781, -5.3957, 1.0929], [0.1314, -3.7768, 2.1540], [1.7905, -5.8732, 0.9645], [0.7750, -7.2153, 1.3689], [1.2867, -6.3160, 2.6717], [-0.8138, -3.2987, 2.4113], [0.4197, -3.1625, 1.3011], [0.9334, -3.6716, 2.8847]],
  "forces_ev_per_a": [[-1.2, 0.6, -0.5], [0.3, 0.8, -1.9], [0.4, 1.3, 0.0], [0.0, -0.5, 1.2], [0.4, -0.4, -1.2], [-1.5, 0.1, 0.9], [0.7, -0.5, -0.2], [1.4, 0.4, 1.2], [-0.5, -0.6, 0.0], [0.3, -1.4, -0.5], [0.1, 0.4, 0.6], [-0.2, -0.2, 1.3], [-0.6, 0.8, -0.4], [0.6, -0.7, -0.8], [0.8, 0.9, -0.4], [-0.5, -0.3, 1.1], [-0.1, -2.2, 0.4], [-0.6, 1.1, -0.8], [0.0, -0.1, -0.6], [0.6, -0.3, -0.2], [-0.6, -0.1, -0.5], [-0.2, 0.1, 0.2], [0.3, -1.1, 0.2], [-0.4, 0.4, 0.4], [0.1, 0.0, -0.5], [0.2, -0.1, -0.2], [-0.3, -0.2, -0.2], [0.3, 0.0, 0.1], [0.0, 0.3, 0.1], [0.4, 0.0, 0.4], [-0.7, 0.5, 0.0], [0.7, 0.8, 0.6], [0.0, 0.2, 0.1], [0.1, -0.3, 0.3], [-0.7, 0.5, -0.3], [-0.7, -0.7, -0.3], [-0.7, -0.9, -0.6], [0.4, 0.7, 0.2], [2.1, 0.4, 0.4], [-0.5, 0.7, 0.0], [0.0, -0.1, 0.1], [-0.1, 0.4, -0.1], [0.5, -0.3, -0.2], [-0.1, 0.6, 0.1], [0.1, -0.6, -0.3], [0.3, 0.3, 0.7], [0.1, 0.2, -0.1], [0.0, -0.3, -0.5], [0.1, -0.2, -0.1], [0.2, 0.1, 0.2], [-0.3, -0.4, -0.3], [-1.5, -0.2, 0.5], [-0.3, -0.1, -0.2], [0.2, 0.3, 0.3], [0.7, -0.1, 0.3], [-0.1, -0.9, -0.3], [2.0, 1.5, 0.4], [-1.2, -1.6, 1.8], [-1.1, -0.2, 1.1], [0.0, -0.1, -0.6], [0.4, 0.7, -1.3], [0.1, -0.9, -0.2], [-0.1, 0.1, -0.3], [-0.5, -0.4, 0.2], [-0.5, 0.6, -0.1], [0.2, -0.2, -0.7], [-0.2, 0.6, 0.0], [0.1, 0.1, 0.2], [0.2, 0.2, 0.3], [-0.4, -0.3, -0.1], [0.4, -0.1, -0.1], [0.2, 0.4, -0.2], [0.8, 0.0, -0.2], [-0.1, -0.6, -0.3], [0.2, 0.3, -0.2], [-0.3, 0.0, -0.1], [0.0, 0.4, 0.6], [0.2, -1.0, 0.6], [3.0, 1.8, 0.9], [-3.3, -1.1, -1.4], [-0.1, -0.2, -0.5], [0.2, 0.4, 0.4], [-0.8, 0.2, -0.5], [0.7, 0.6, 0.1], [0.1, -0.2, 0.6], [0.3, -0.1, -0.4], [-0.3, -0.2, 0.2]]
}

=====

{
  "formula": "C21H55N3O14PS2",
  "method": "ωB97M-V with the def2-TZVPD basis set",
  "orbital_gap_ev": 8.25,
  "charge": -1,
  "homo_ev": -6.1,
  "total_energy_ha": -3188.42828,
  "species": ["N", "P", "O", "O", "S", "O", "O", "N", "S", "O", "O", "C", "C", "C", "C", "C", "N", "H", "H", "H", "H", "H", "H", "H", "H", "H", "H", "H", "H", "H", "H", "H", "C", "O", "C", "C", "O", "C", "H", "H", "H", "H", "H", "H", "H", "H", "H", "H", "C", "O", "C", "C", "O", "C", "H", "H", "H", "H", "H", "H", "H", "H", "H", "H", "C", "O", "C", "C", "O", "C", "H", "H", "H", "H", "H", "H", "H", "H", "H", "H", "C", "O", "C", "C", "O", "C", "H", "H", "H", "H", "H", "H", "H", "H", "H", "H"],
  "coordinates": [[3.5390, 3.1229, 2.0141], [3.4637, 1.8785, 1.1157], [3.1295, 0.4966, 1.8953], [4.8301, 1.4055, 0.4225], [2.0494, 1.9444, -0.5524], [1.4615, 0.6220, -0.6194], [2.8530, 2.3826, -1.6686], [1.0249, 3.0729, -0.1786], [-0.1463, 2.8503, 0.8909], [-0.7932, 4.1309, 1.0469], [0.3454, 2.1904, 2.0903], [-1.3998, 1.7486, 0.1961], [-1.8796, 0.6581, 1.1506], [-0.8793, -0.4681, 1.4602], [-1.3909, -1.8905, 1.1601], [-0.7064, -2.5193, -0.0471], [-1.1808, -1.8605, -1.2691], [2.8376, 3.8108, 1.7633], [2.5620, 0.7272, 2.6479], [5.0462, 0.4923, 0.6473], [-1.0628, 1.3508, -0.7602], [-2.2219, 2.4440, 0.0162], [-2.7678, 0.2201, 0.6818], [-2.2175, 1.1427, 2.0697], [0.0199, -0.2939, 0.8695], [-0.5793, -0.4063, 2.5073], [-2.4693, -1.8764, 0.9519], [-1.2538, -2.5383, 2.0311], [0.3725, -2.3595, 0.0260], [-0.8798, -3.6081, -0.0543], [-2.1816, -2.0228, -1.3412], [-0.7784, -2.2990, -2.0900], [-2.5806, -2.5671, -4.4688], [-1.9710, -3.6866, -3.8502], [-2.8763, -4.7144, -3.4991], [-2.8322, -5.8664, -4.4797], [-3.2827, -5.4908, -5.7695], [-2.2349, -5.2128, -6.6783], [-1.7823, -1.9292, -4.8430], [-3.2245, -2.8698, -5.2987], [-3.1720, -1.9957, -3.7453], [-3.8970, -4.3216, -3.4342], [-2.5930, -5.0843, -2.5082], [-3.4858, -6.6665, -4.1192], [-1.8111, -6.2599, -4.5325], [-1.7053, -6.1302, -6.9594], [-1.5165, -4.5028, -6.2618], [-2.6880, -4.7818, -7.5696], [2.0216, 4.6968, 4.7195], [2.9609, 5.0800, 5.7216], [4.0758, 5.7763, 5.2015], [3.9799, 7.2673, 5.4499], [2.9136, 7.8726, 4.7409], [1.7402, 8.0400, 5.5072], [1.1466, 4.3033, 5.2340], [1.7208, 5.5488, 4.1048], [2.4393, 3.9234, 4.0717], [4.1894, 5.5771, 4.1312], [4.9721, 5.4009, 5.7081], [4.9068, 7.7455, 5.1175], [3.8703, 7.4498, 6.5261], [1.8760, 8.8162, 6.2712], [1.4414, 7.1097, 5.9962], [0.9518, 8.3516, 4.8240], [1.3070, 2.4594, -4.6750], [1.6364, 1.4623, -5.6379], [1.0829, 1.6870, -6.9127], [2.1041, 2.2441, -7.8849], [2.5402, 3.5426, -7.5286], [3.7541, 3.5559, -6.7996], [1.9342, 2.3062, -3.8005], [1.4831, 3.4617, -5.0744], [0.2561, 2.3742, -4.3788], [0.2246, 2.3663, -6.8516], [0.7257, 0.7261, -7.3019], [1.6558, 2.3098, -8.8818], [2.9574, 1.5579, -7.9404], [4.5982, 3.2799, -7.4431], [3.7198, 2.8786, -5.9443], [3.9018, 4.5726, -6.4401], [-3.6366, -5.5669, 6.7627], [-3.8139, -6.3564, 5.6027], [-4.2204, -5.6129, 4.4661], [-3.0637, -5.3046, 3.5405], [-2.1174, -4.4463, 4.1465], [-0.9528, -5.1028, 4.6053], [-3.1704, -6.2008, 7.5153], [-2.9937, -4.7048, 6.5701], [-4.5994, -5.2119, 7.1474], [-4.6993, -4.6774, 4.7745], [-4.9602, -6.2105, 3.9251], [-3.4496, -4.7985, 2.6498], [-2.5868, -6.2374, 3.2199], [-0.3343, -5.4375, 3.7652], [-1.1956, -5.9641, 5.2340], [-0.3862, -4.3795, 5.1890]],
  "forces_ev_per_a": [[0.2, 0.1, -0.2], [-0.2, -0.4, 0.1], [0.1, 0.3, 0.2], [0.1, 0.0, 0.1], [0.1, -0.1, 0.3], [0.1, -0.1, -0.2], [-0.1, 0.0, 0.0], [-0.2, 0.2, -0.2], [0.2, -0.2, 0.0], [0.0, -0.1, 0.2], [0.1, 0.1, 0.1], [-0.2, 0.2, -0.1], [0.0, 0.0, 0.0], [0.0, 0.0, -0.1], [0.1, 0.0, 0.0], [0.0, 0.1, -0.1], [-0.1, -0.2, 0.0], [0.0, 0.1, 0.0], [-0.1, -0.1, -0.2], [-0.1, 0.0, -0.1], [0.2, -0.1, 0.1], [0.0, -0.1, -0.2], [0.0, 0.1, 0.0], [0.0, -0.1, 0.0], [0.0, 0.0, 0.1], [0.0, 0.1, 0.0], [0.0, 0.0, 0.1], [0.0, 0.0, 0.0], [0.0, 0.0, 0.0], [0.0, 0.0, 0.0], [0.0, 0.1, 0.0], [0.1, 0.1, 0.0], [0.0, 0.0, 0.0], [0.0, 0.0, -0.1], [0.0, 0.0, 0.1], [0.0, 0.0, 0.0], [0.0, 0.0, 0.0], [0.0, 0.0, 0.0], [0.0, 0.0, 0.0], [0.0, 0.0, 0.0], [0.0, 0.0, 0.0], [0.0, 0.0, 0.0], [0.0, 0.0, 0.0], [0.0, 0.0, 0.0], [0.0, 0.0, 0.0], [0.0, 0.0, 0.0], [0.0, 0.0, 0.0], [0.0, 0.0, 0.0], [0.0, -0.1, 0.0], [-0.1, 0.1, 0.0], [0.0, -0.1, 0.0], [0.0, 0.0, 0.0], [0.0, 0.0, 0.0], [0.0, 0.0, 0.0], [0.0, 0.0, 0.0], [0.0, 0.0, 0.0], [0.0, 0.0, 0.0], [0.0, 0.0, 0.0], [0.0, 0.0, 0.0], [0.0, 0.0, 0.0], [0.0, 0.0, 0.0], [0.0, 0.0, 0.0], [0.0, 0.0, 0.0], [0.0, 0.0, 0.0], [0.0, 0.0, 0.0], [0.0, 0.0, 0.0], [0.0, 0.0, 0.0], [0.0, 0.0, 0.0], [0.0, 0.0, 0.0], [0.0, 0.0, 0.1], [0.0, -0.1, 0.0], [0.0, 0.0, 0.0], [0.0, 0.0, 0.0], [0.0, 0.0, 0.0], [0.0, 0.0, 0.0], [0.0, 0.0, 0.0], [0.0, 0.0, 0.0], [0.0, 0.0, 0.0], [0.0, 0.0, 0.0], [0.0, 0.0, 0.0], [0.0, 0.0, 0.0], [0.0, 0.0, 0.0], [0.0, 0.0, 0.0], [0.0, 0.0, -0.1], [0.0, 0.0, 0.1], [0.0, 0.0, 0.0], [0.0, 0.0, 0.0], [0.0, 0.0, 0.0], [0.0, 0.0, 0.0], [0.0, 0.0, 0.0], [0.0, 0.0, 0.0], [0.0, 0.0, 0.0], [0.0, 0.0, 0.0], [0.0, 0.0, 0.0], [0.0, 0.0, 0.0], [0.0, 0.0, 0.0]]
}

=====

Which formula does entry 1 have?
C21H55Li3N3O5